(1)
Computed, not measured: 2 unconnected molecules or ions with the total composition C6H6O, with ωB97M-V/def2-TZVPD.

XYZ file:
```
13
Properties=species:S:1:pos:R:3:nbo_charge:R:1
O 2.07106 1.13663 1.72611 -0.5114
C 0.35386 -1.92555 -1.08580 -0.4009
C 0.82291 -1.00757 -0.00374 -0.1301
C -1.47631 0.09493 -0.63826 -0.0585
C 1.08971 1.79857 1.49074 0.2846
C -0.31249 -0.68928 -0.54898 -0.0942
C -2.50850 0.71294 -0.73123 -0.1876
H 0.83157 -1.89498 -2.06788 0.1836
H -3.44121 1.22608 -0.81792 0.2396
H 0.80420 2.65258 2.13193 0.1107
H 1.59558 -0.78209 0.71728 0.2561
H 0.42304 1.58631 0.63395 0.1255
H -0.06267 -2.90040 -0.82186 0.1826
```

Results
* highest occupied orbital energy: -0.33493 hartree
* frontier orbital gap: 9.9 eV
* 2S+1: 1
* F_max: 0.57 eV/A
* lowest unoccupied orbital energy: 0.78 eV

---

(2)
Computed, not measured: a molecular structure, C6H6O at a distorted geometry, with ωB97M-V/def2-TZVPD.

XYZ file:
```
13
Properties=species:S:1:pos:R:3:nbo_charge:R:1
O 1.90363 -0.92940 0.86331 -0.6931
C -1.04781 -1.27682 -0.56417 -0.2192
C -0.37967 -1.52231 0.44855 -0.0559
C 0.55729 -0.64060 1.15533 0.0448
C 0.04900 0.84336 0.59876 -0.4740
C -0.63539 1.35717 -1.72950 -0.1721
C -0.50457 0.65338 -0.74777 -0.0565
H 1.96546 -1.14775 -0.07747 0.4732
H 0.84842 1.59492 0.50944 0.2362
H -1.74712 -1.51152 -1.32718 0.2418
H -0.73361 1.96894 -2.58547 0.2354
H 0.48346 -0.67377 2.24573 0.2058
H -0.75910 1.28440 1.21043 0.2335
```

Results
* highest occupied orbital energy (alpha / beta): -0.31949 / -0.31947 hartree
* frontier orbital gap (alpha / beta): 8.6 / 8.6 eV
* 2S+1: 1
* F_max: 2.05 eV/A
* lowest unoccupied orbital energy (alpha / beta): -0.04 / -0.04 eV

---

(3)
Computed, not measured: C6H6O in the gas phase, with ωB97M-V/def2-TZVPD.

XYZ file:
```
13
Properties=species:S:1:pos:R:3:nbo_charge:R:1
O 1.50593 1.03968 1.17315 -0.4690
C -1.94772 -0.50692 -1.86743 -0.2161
C -0.35936 0.06383 0.19410 -0.3380
C 0.66489 1.16476 -0.03413 -0.0832
C -1.17768 -0.30501 -0.96382 -0.0181
C 0.55999 -0.97755 0.87375 -0.5571
C 1.51933 -0.15488 1.71788 0.3103
H 0.04641 -1.78838 1.39646 0.2434
H 0.26809 2.18212 -0.10273 0.2101
H -1.06058 0.44227 0.95369 0.2386
H 1.30307 0.98561 -0.91026 0.1950
H -2.63862 -0.68028 -2.66855 0.2411
H 1.25064 -1.43968 0.14776 0.2431
```

Results
* highest occupied orbital energy: -0.31881 hartree
* frontier orbital gap: 9.5 eV
* 2S+1: 1
* F_max: 0.74 eV/A
* lowest unoccupied orbital energy: 0.83 eV